Model w:
Entry from the Open Molecules 2025 dataset: one molecule with the formula C5H2O (ωB97M-V/def2-TZVPD).

The geometry in ORCA input format:
```
! wB97M-V def2-TZVPD RIJCOSX def2/J DEFGRID3
* xyz 0 1
C 2.3725 0.3712 -0.0443
C 1.2592 0.0204 -0.3395
C -0.0144 -0.6566 -0.2881
O 0.0845 -1.8498 -0.0980
C -1.3054 0.0276 -0.1437
C -2.3791 0.4468 0.2199
H 3.3141 0.8308 0.1347
H -3.3314 0.8096 0.5590
*
```

Computed properties:
LUMO energy: -0.019 Eh
Kohn-Sham gap: 9.90 eV

Results of the Löwdin charge analysis, in e, for atoms 1 through 5: C 0.16; C -0.04; C -0.45; O 0.12; C -0.02

Model x:
Entry from the Open Molecules 2025 dataset: one molecule with the formula C5H2O (ωB97M-V/def2-TZVPD).

The geometry in ORCA input format:
```
! wB97M-V def2-TZVPD RIJCOSX def2/J DEFGRID3
* xyz 0 1
C 2.4825 -0.3393 0.1180
C 1.2984 -0.1115 0.1438
C -0.1017 0.1087 0.3076
C -1.0077 0.1178 -0.6818
C -2.3175 0.2361 -0.5899
O -3.4738 0.3014 -0.7062
H 3.5248 -0.5630 0.0602
H -0.4050 0.2498 1.3484
*
```

Computed properties:
LUMO energy: -0.040 Eh
Kohn-Sham gap: 8.38 eV

Results of the Löwdin charge analysis, in e, for atoms 1 through 5: C 0.14; C -0.12; C -0.14; C -0.01; C -0.20

Tell me which of them is the least stable. Sure, it is model w.

Model w:
Entry from the Open Molecules 2025 dataset: one molecule with the formula C18H23N3O5S (ωB97M-V/def2-TZVPD).

The geometry in ORCA input format:
```
! wB97M-V def2-TZVPD RIJCOSX def2/J DEFGRID3
* xyz 0 1
C -6.0817 -0.8787 1.8356
C -5.9287 -0.9060 0.3111
C -5.6352 -2.3389 -0.1556
C -7.2070 -0.3933 -0.3542
C -4.7669 -0.0424 -0.0819
C -3.4912 0.0293 0.4060
C -2.8811 1.0089 -0.4144
N -1.5925 1.4998 -0.3857
C -0.5944 1.0695 0.4430
O -0.7358 0.1842 1.2561
C 0.7117 1.7709 0.2436
C 0.8178 3.0897 -0.1951
C 2.0617 3.6779 -0.3511
C 3.2131 2.9556 -0.0769
C 3.1012 1.6551 0.3754
S 4.5752 0.7118 0.7708
O 4.5747 0.3998 2.1677
O 5.7081 1.4141 0.2308
N 4.2372 -0.6978 -0.0736
C 4.5841 -0.6406 -1.4799
C 6.0599 -0.9930 -1.6962
O 6.3742 -2.2383 -1.1116
C 6.1182 -2.2289 0.2764
C 4.6422 -1.9403 0.5569
C 1.8699 1.0610 0.5494
N -3.7304 1.4704 -1.3061
O -4.8995 0.8187 -1.1011
H -6.2538 0.1368 2.1841
H -6.9278 -1.4938 2.1318
H -5.1886 -1.2631 2.3202
H -4.7217 -2.7101 0.3023
H -5.5186 -2.3710 -1.2364
H -6.4565 -2.9941 0.1237
H -7.4190 0.6256 -0.0397
H -8.0475 -1.0249 -0.0775
H -7.1049 -0.4016 -1.4362
H -3.0326 -0.5073 1.2063
H -1.4007 2.1938 -1.0937
H -0.0679 3.6777 -0.3885
H 2.1338 4.7016 -0.6853
H 4.1967 3.3810 -0.1991
H 4.3796 0.3706 -1.8333
H 3.9440 -1.3519 -2.0120
H 6.2839 -1.0913 -2.7597
H 6.6797 -0.1997 -1.2560
H 6.4026 -3.2157 0.6449
H 6.7308 -1.4578 0.7678
H 4.4667 -1.8318 1.6264
H 4.0152 -2.7413 0.1526
H 1.8020 0.0500 0.9181
*
```

Computed properties:
LUMO energy: 0.003 Eh
Kohn-Sham gap: 9.31 eV

Results of the Löwdin charge analysis, in e, for atoms 1 through 5: C -0.04; C -0.54; C -0.03; C -0.04; C -0.23

Model x:
Entry from the Open Molecules 2025 dataset: a 2-piece molecular cluster, C18H23N3O5S overall (ωB97M-V/def2-TZVPD).

The geometry in ORCA input format:
```
! wB97M-V def2-TZVPD RIJCOSX def2/J DEFGRID3
* xyz 0 1
C -4.4746 3.2263 0.8391
N -4.1502 2.0619 0.0129
C -3.6400 0.8876 0.4040
O -3.4415 0.0352 -0.4498
C -3.3637 0.6247 1.9072
C -2.6153 -0.6803 2.2431
C -1.2604 -0.8500 1.5760
C -0.1456 -0.1146 2.0251
C 1.1145 -0.3041 1.4270
C 1.2645 -1.2344 0.3831
C 0.1547 -1.9674 -0.0691
C -1.1037 -1.7756 0.5267
N -4.5467 0.7590 2.7772
C -5.7681 0.2368 2.6539
C -6.1308 -0.6830 1.5042
O -6.6173 0.5165 3.4844
H -4.6756 4.0860 0.1972
H -3.6423 3.4745 1.5001
H -5.3661 3.0244 1.4370
H -4.3162 2.1323 -0.9804
H -2.6853 1.4247 2.1997
H -3.2414 -1.5329 1.9839
H -2.4586 -0.7174 3.3222
H -0.2528 0.5859 2.8405
H 1.9702 0.2526 1.7828
H 2.2332 -1.3993 -0.0639
H 0.2673 -2.6821 -0.8721
H -1.9556 -2.3377 0.1700
H -4.4411 1.3311 3.5994
H -6.1551 -0.1197 0.5746
H -7.1199 -1.0988 1.6917
H -5.4139 -1.4963 1.4297
O 7.6515 -1.8137 -2.8578
S 6.8217 -1.3236 -1.7496
O 7.6186 -0.7618 -0.6535
N 5.8924 -2.6436 -1.1098
O 4.7504 -3.1869 -1.8045
C 5.5435 -0.1541 -2.3059
C 4.4224 0.0970 -1.5022
C 3.4368 0.9910 -1.9315
C 3.5769 1.6537 -3.1551
C 4.7046 1.4196 -3.9489
C 5.6864 0.5165 -3.5287
H 6.5640 -3.3595 -0.8467
H 4.2267 -2.5088 -2.2802
H 4.3222 -0.3990 -0.5383
H 2.5663 1.1790 -1.3092
H 2.8135 2.3525 -3.4863
H 4.8183 1.9373 -4.8967
H 6.5612 0.3383 -4.1527
*
```

Computed properties:
LUMO energy: 0.004 Eh
Kohn-Sham gap: 9.31 eV

Results of the Löwdin charge analysis, in e, for atoms 1 through 5: C -0.06; N 0.03; C -0.46; O 0.06; C -0.20

Model y:
Entry from the Open Molecules 2025 dataset: one molecule with the formula C18H23N3O5S (ωB97M-V/def2-TZVPD).

The geometry in ORCA input format:
```
! wB97M-V def2-TZVPD RIJCOSX def2/J DEFGRID3
* xyz 0 1
C 1.2197 1.1878 3.4486
O 1.3353 1.8649 2.1996
C 2.3784 2.6605 2.0170
O 3.2030 2.9291 2.8464
C 2.4432 3.2122 0.5996
S 1.0822 2.6396 -0.4583
C 1.4302 0.9532 -0.3602
N 2.5692 0.3970 -0.0890
N 2.3398 -0.9303 -0.0396
C 1.0890 -1.1144 -0.2905
C 0.3336 -2.4011 -0.3224
C 0.4897 -3.0887 -1.6916
C 0.0790 -2.1508 -2.7924
C -1.2245 -2.1396 -3.2734
C -1.6170 -1.2118 -4.2235
C -0.7103 -0.2825 -4.7016
C 0.5958 -0.2965 -4.2409
C 0.9879 -1.2266 -3.2954
N -1.0633 -2.1531 -0.0348
C -1.3907 -1.3988 1.0564
O -0.6246 -1.1742 1.9637
O -2.6633 -1.0049 0.9593
C -3.2537 -0.1516 1.9732
C -4.6948 0.0401 1.4998
C -2.5188 1.1883 2.0082
C -3.2273 -0.8378 3.3380
O 0.4423 0.0537 -0.5211
H 0.6333 1.7961 4.1394
H 0.7136 0.2462 3.2386
H 2.2109 1.0114 3.8678
H 2.3896 4.3004 0.6248
H 3.3898 2.9069 0.1526
H 0.7504 -3.0400 0.4658
H 1.5362 -3.3736 -1.8053
H -0.1266 -3.9887 -1.6941
H -1.9355 -2.8741 -2.9183
H -2.6339 -1.2142 -4.5876
H -1.0175 0.4467 -5.4360
H 1.3106 0.4200 -4.6176
H 2.0099 -1.2385 -2.9426
H -1.6824 -2.0698 -0.8289
H -5.2010 -0.9201 1.4465
H -5.2287 0.6853 2.1909
H -4.7054 0.4919 0.5115
H -2.5391 1.6519 1.0239
H -1.4834 1.0450 2.3020
H -2.9991 1.8522 2.7214
H -3.7161 -1.8078 3.2768
H -2.2034 -0.9825 3.6703
H -3.7522 -0.2237 4.0644
*
```

Computed properties:
LUMO energy: 0.021 Eh
Kohn-Sham gap: 9.34 eV

Results of the Löwdin charge analysis, in e, for atoms 1 through 5: C -0.02; O -0.10; C -0.57; O 0.12; C -0.33

Tell me which of them is the least stable. Sure, it is model x.

Model w:
Entry from the Open Molecules 2025 dataset: C4H4O2S2 as an isolated structure (ωB97M-V/def2-TZVPD).

The geometry in ORCA input format:
```
! wB97M-V def2-TZVPD RIJCOSX def2/J DEFGRID3
* xyz 0 1
C -0.2208 1.6010 -0.2489
C 0.5522 0.2836 0.0696
C 0.3536 -0.9984 -0.7598
C -0.4346 -1.5446 0.5758
H -1.2353 1.2225 1.5371
H 1.6855 0.4160 -0.1223
H 1.5608 -1.6300 -0.8032
H -0.2754 -1.0294 -2.0774
O -1.2854 1.8074 0.6121
O -1.2602 -2.3809 0.8919
S 0.3732 2.6099 -1.3998
S 0.1865 -0.3572 1.7249
*
```

Computed properties:
LUMO energy: -0.013 Eh
Kohn-Sham gap: 8.83 eV

Results of the Löwdin charge analysis, in e, for atoms 1 through 5: C -0.86; C -0.67; C -0.13; C -0.67; H 0.12

Model x:
Entry from the Open Molecules 2025 dataset: C4H4O2S2 as an isolated structure (ωB97M-V/def2-TZVPD).

The geometry in ORCA input format:
```
! wB97M-V def2-TZVPD RIJCOSX def2/J DEFGRID3
* xyz 0 1
C -0.7915 -1.3049 -1.5030
C 0.3391 -0.5387 -0.8161
C 0.1780 0.9281 -0.7064
C 0.4900 1.0191 0.7983
H -2.6887 -1.4346 -1.1947
H 1.2252 -0.7440 -1.4379
H -0.8326 1.3200 -1.0308
H 1.0304 1.4065 -1.2090
O -1.8960 -0.9442 -0.7607
O -0.6846 -2.1227 -2.4226
S 0.6830 2.2584 1.8429
S 0.6056 -0.7980 0.8885
*
```

Computed properties:
LUMO energy: -0.013 Eh
Kohn-Sham gap: 8.61 eV

Results of the Löwdin charge analysis, in e, for atoms 1 through 5: C -0.47; C -0.59; C -0.26; C -1.03; H 0.18

Tell me which of them is the least stable. Sure, it is model w.

Model w:
Entry from the Open Molecules 2025 dataset: a 2-piece molecular cluster, CH4NOS overall (ωB97M-V/def2-TZVPD).

The geometry in ORCA input format:
```
! wB97M-V def2-TZVPD RIJCOSX def2/J DEFGRID3
* xyz -1 1
S 0.7691 2.1046 1.2543
H 0.0431 3.1861 1.2313
C -0.7209 -1.2036 -0.5271
N 0.4526 -0.5584 -0.4495
O -0.9156 -2.3985 -0.6243
H -1.4950 -0.4180 -0.4347
H 1.3355 -1.0037 -0.6034
H 0.5312 0.2915 0.1535
*
```

Computed properties:
LUMO energy: 0.154 Eh
Kohn-Sham gap: 7.36 eV

Results of the Löwdin charge analysis, in e, for atoms 1 through 5: S -0.14; H -0.49; C -0.47; N 0.07; O -0.04

Model x:
Entry from the Open Molecules 2025 dataset: a 2-piece molecular cluster, CH4NOS overall (ωB97M-V/def2-TZVPD).

The geometry in ORCA input format:
```
! wB97M-V def2-TZVPD RIJCOSX def2/J DEFGRID3
* xyz -1 1
C -0.5266 -0.3114 -0.7318
N -1.3917 -0.8848 0.2444
O 0.1756 -1.0232 -1.4271
H -0.9377 0.6398 -1.0708
H -1.3157 -0.3976 1.1328
H -1.1635 -1.8626 0.3750
S 0.8038 1.0844 0.9005
H 2.0103 1.2806 0.3492
*
```

Computed properties:
LUMO energy: 0.166 Eh
Kohn-Sham gap: 7.50 eV

Results of the Löwdin charge analysis, in e, for atoms 1 through 5: C -0.69; N 0.00; O -0.09; H 0.06; H 0.01

Tell me which of them is the least stable. Sure, it is model x.

Model w:
Entry from the Open Molecules 2025 dataset: a 2-piece molecular cluster, C6H12N4 overall (ωB97M-V/def2-TZVPD).

The geometry in ORCA input format:
```
! wB97M-V def2-TZVPD RIJCOSX def2/J DEFGRID3
* xyz 0 1
C -3.8117 0.0790 -0.1242
C -2.7090 0.8197 -0.3372
C -2.2007 -1.2562 0.1511
C -0.1428 2.0821 0.7891
C 1.1685 1.6657 -1.1649
C 0.7829 -1.1025 2.4720
N -3.4820 -1.1768 0.2780
N -1.6378 -0.0886 -0.2057
N 0.1700 1.3054 -0.2378
N -0.3492 0.1726 -0.5660
H -4.8448 0.4606 0.0621
H -2.5190 1.7973 -0.7543
H -1.5945 -2.1099 0.3753
H 0.8304 -0.3005 1.7289
H 0.4420 2.9950 0.8992
H -1.1297 1.9071 1.2683
H 1.0161 2.5638 -1.7565
H 2.1179 1.8907 -0.6360
H 1.5319 0.8079 -1.6314
H -0.1845 -0.9744 2.9566
H 0.7649 -2.0892 2.0075
H 1.4545 -0.8914 3.3125
*
```

Computed properties:
LUMO energy: 0.010 Eh
Kohn-Sham gap: 8.16 eV

Results of the Löwdin charge analysis, in e, for atoms 1 through 5: C -0.18; C -0.09; C -0.19; C 0.04; C -0.04

Model x:
Entry from the Open Molecules 2025 dataset: a 2-piece molecular cluster, C6H12N4 overall (ωB97M-V/def2-TZVPD).

The geometry in ORCA input format:
```
! wB97M-V def2-TZVPD RIJCOSX def2/J DEFGRID3
* xyz 0 1
C -0.6837 -2.0471 -0.6540
N 0.4781 -2.2174 -0.0243
C 1.3765 -1.7907 -0.8800
N 0.7790 -1.4080 -2.0143
N -0.5532 -1.4789 -1.8271
H -1.5176 -2.4058 -0.0797
H 2.4788 -1.8589 -0.8934
H 1.1035 -0.9981 -2.9224
C -2.0312 1.0676 -0.3269
N -0.6165 1.1727 -0.4351
C 0.1767 0.9155 0.5000
C -0.2238 0.5134 1.9602
C 1.5695 1.3852 0.3450
H -2.4994 1.7996 -0.9760
H -2.4840 0.0480 -0.2555
H -2.1931 1.5726 0.6651
H 0.2263 -0.3503 2.3748
H 0.0897 1.3784 2.6040
H -1.4095 0.3006 1.8671
H 2.0764 1.4425 1.3193
H 1.6828 2.3068 -0.1228
H 2.1747 0.6522 -0.2240
*
```

Computed properties:
LUMO energy: 0.033 Eh
Kohn-Sham gap: 9.66 eV

Results of the Löwdin charge analysis, in e, for atoms 1 through 5: C -0.27; N 0.07; C -0.23; N 0.01; N 0.05

Tell me which of them is the least stable. Sure, it is model w.

Model w:
Entry from the Open Molecules 2025 dataset: a 2-piece molecular cluster, C8H12N2O overall (ωB97M-V/def2-TZVPD).

The geometry in ORCA input format:
```
! wB97M-V def2-TZVPD RIJCOSX def2/J DEFGRID3
* xyz 0 1
C 1.3429 1.6980 -0.0251
N 2.3370 0.7215 -0.4277
C 2.5901 -0.3600 0.3350
C 3.6987 -1.3059 0.1187
O 1.7687 -0.8049 1.0813
H 0.7337 0.9723 0.6248
H 1.9061 2.5888 0.6134
H 0.6556 2.1083 -0.8454
H 3.1336 1.1240 -1.0065
H 4.6278 -1.0245 -0.5236
H 3.2675 -2.2882 -0.3111
H 3.8103 -1.3917 1.3417
C -1.6295 -0.1073 -0.5410
C -2.1644 0.9890 0.0552
C -3.4891 0.8438 0.6117
N -4.1509 -0.2695 0.5460
C -3.6053 -1.3577 0.0321
C -2.3598 -1.3194 -0.5375
H -0.6416 -0.0834 -1.0884
H -1.6338 1.9315 0.1985
H -4.0674 1.6828 1.0037
H -4.2235 -2.2117 -0.0849
H -1.9067 -2.1358 -1.1708
*
```

Computed properties:
LUMO energy: 0.025 Eh
Kohn-Sham gap: 10.08 eV

Results of the Löwdin charge analysis, in e, for atoms 1 through 5: C -0.12; N -0.03; C -0.67; C -0.03; O 0.03

Model x:
Entry from the Open Molecules 2025 dataset: a 2-piece molecular cluster, C8H12N2O overall (ωB97M-V/def2-TZVPD).

The geometry in ORCA input format:
```
! wB97M-V def2-TZVPD RIJCOSX def2/J DEFGRID3
* xyz 0 1
C 3.1143 1.7407 -0.2357
N 2.0131 0.7606 0.0541
C 2.1556 -0.5940 -0.2250
C 1.0958 -1.5818 0.2419
O 3.1191 -1.0219 -0.7988
H 3.7457 1.1452 -1.0028
H 2.6782 2.6288 -0.7358
H 3.7585 2.0157 0.6853
H 1.0530 1.0354 0.4296
H 0.0867 -1.2967 0.6904
H 1.5319 -2.1669 1.1041
H 0.8082 -2.3650 -0.5577
C -1.7827 -1.0047 0.4956
C -2.7094 -1.1362 -0.4844
C -3.3236 0.0647 -0.8905
N -2.9755 1.3485 -0.5818
C -1.9907 1.4175 0.3102
C -1.4012 0.2915 0.8952
H -1.4293 -1.9206 0.9668
H -3.1009 -2.0989 -0.7241
H -4.1725 -0.0570 -1.5938
H -1.7613 2.3882 0.4961
H -0.5131 0.4067 1.4611
*
```

Computed properties:
LUMO energy: 0.021 Eh
Kohn-Sham gap: 10.20 eV

Results of the Löwdin charge analysis, in e, for atoms 1 through 5: C -0.07; N -0.02; C -0.56; C -0.02; O 0.04

Tell me which of them is the least stable. Sure, it is model w.